C26H71InN10O5P3S as an isolated structure, computed with ωB97M-V/def2-TZVPD.

Positions of all 117 atoms, in Å:
C (2.278, 1.530, 4.570)
C (2.302, 0.036, 3.975)
C (0.825, -0.544, 4.112)
O (0.073, -0.605, 2.898)
C (-0.169, 0.708, 2.342)
In (-1.608, 2.012, 3.496)
C (-2.632, 1.019, 5.238)
C (-3.221, -0.427, 4.960)
C (-4.207, -0.517, 3.731)
O (-2.174, -1.434, 4.890)
N (-2.967, 2.913, 2.057)
C (-3.625, 3.687, 2.725)
S (-4.203, 5.007, 3.559)
H (2.286, 2.251, 3.701)
H (3.159, 1.759, 5.244)
H (1.350, 1.741, 5.189)
H (3.111, -0.614, 4.412)
H (2.558, 0.163, 2.872)
H (0.932, -1.626, 4.465)
H (0.206, -0.034, 4.922)
H (-0.639, 0.529, 1.315)
H (0.763, 1.321, 2.149)
H (-0.620, 3.368, 4.197)
H (-3.523, 1.683, 5.508)
H (-1.985, 0.980, 6.166)
H (-3.840, -0.711, 5.884)
H (-5.206, -0.070, 4.042)
H (-3.794, -0.041, 2.794)
H (-4.416, -1.618, 3.543)
H (-1.644, -1.326, 5.707)
O (6.032, -1.454, 2.986)
P (6.803, -1.577, 1.667)
N (5.426, -1.986, 0.724)
C (4.604, -3.147, 1.029)
C (4.557, -0.837, 0.472)
N (7.763, -2.907, 2.161)
C (7.696, -4.253, 1.639)
C (8.121, -2.962, 3.576)
N (7.765, -1.607, 0.153)
C (8.471, -0.333, -0.034)
C (7.311, -2.086, -1.146)
H (3.870, -3.311, 0.234)
H (4.069, -3.060, 1.979)
H (5.194, -4.061, 1.046)
H (5.126, -0.028, -0.004)
H (4.121, -0.440, 1.396)
H (3.745, -1.079, -0.217)
H (6.891, -4.834, 2.109)
H (8.634, -4.789, 1.836)
H (7.565, -4.296, 0.558)
H (7.301, -3.388, 4.175)
H (8.351, -1.970, 3.958)
H (9.016, -3.575, 3.732)
H (7.779, 0.465, -0.330)
H (9.257, -0.415, -0.790)
H (8.956, -0.028, 0.900)
H (6.610, -1.395, -1.627)
H (6.843, -3.066, -1.090)
H (8.173, -2.204, -1.813)
O (-3.247, 5.629, -2.497)
P (-4.039, 4.436, -3.049)
N (-5.540, 5.278, -3.120)
C (-6.139, 5.881, -1.939)
C (-5.597, 6.233, -4.220)
N (-3.833, 3.444, -1.675)
C (-4.869, 3.028, -0.754)
C (-2.577, 3.594, -0.941)
N (-4.871, 3.026, -3.785)
C (-4.175, 2.595, -5.004)
C (-6.306, 2.884, -3.991)
H (-7.148, 6.238, -2.169)
H (-5.559, 6.718, -1.540)
H (-6.283, 5.150, -1.147)
H (-5.392, 5.729, -5.174)
H (-4.861, 7.039, -4.105)
H (-6.588, 6.680, -4.321)
H (-5.076, 3.796, 0.002)
H (-4.561, 2.124, -0.213)
H (-5.808, 2.763, -1.243)
H (-2.622, 4.454, -0.258)
H (-1.741, 3.734, -1.624)
H (-2.353, 2.701, -0.352)
H (-4.346, 3.299, -5.829)
H (-4.495, 1.598, -5.319)
H (-3.095, 2.544, -4.825)
H (-6.677, 3.508, -4.813)
H (-6.882, 3.116, -3.098)
H (-6.539, 1.841, -4.234)
O (1.070, -1.435, -2.552)
P (-0.392, -1.800, -2.265)
N (-0.023, -3.276, -1.465)
C (0.727, -4.338, -2.114)
C (0.517, -3.062, -0.126)
N (-0.846, -1.959, -3.910)
C (-1.219, -3.183, -4.580)
C (-0.168, -1.083, -4.860)
N (-2.116, -2.106, -1.892)
C (-2.698, -0.969, -1.167)
C (-2.676, -3.338, -1.352)
H (0.728, -5.236, -1.487)
H (1.764, -4.066, -2.331)
H (0.251, -4.655, -3.041)
H (-0.175, -2.459, 0.476)
H (1.480, -2.538, -0.151)
H (0.646, -3.999, 0.419)
H (-0.339, -3.754, -4.910)
H (-1.812, -2.963, -5.479)
H (-1.848, -3.838, -3.977)
H (0.817, -1.487, -5.139)
H (-0.029, -0.088, -4.441)
H (-0.760, -0.959, -5.774)
H (-2.339, -0.935, -0.131)
H (-3.790, -1.010, -1.161)
H (-2.416, -0.026, -1.650)
H (-2.441, -3.476, -0.291)
H (-2.344, -4.221, -1.894)
H (-3.767, -3.317, -1.452)

Output
largest force on an atom	7.27	eV/Å
E_HOMO	-0.1746	Ha
gap between HOMO and LUMO	5.556	eV
E	-3569.0309	a.u.
net charge	-1

A 9-piece molecular cluster, C26H72N2O14 overall, computed with ωB97M-V/def2-TZVPD.

Positions of all 114 atoms, in Å:
C (-6.385, -6.641, -1.255)
O (-5.509, -5.860, -2.007)
C (-5.361, -4.589, -1.465)
C (-4.749, -3.649, -2.476)
N (-4.989, -2.263, -2.057)
C (-4.714, -1.325, -3.102)
C (-4.198, -0.057, -2.427)
O (-3.089, -0.092, -1.902)
C (-2.675, 1.090, -1.207)
H (-6.066, -6.758, -0.210)
H (-6.474, -7.627, -1.621)
H (-7.434, -6.339, -1.283)
H (-4.749, -4.615, -0.546)
H (-6.367, -4.238, -1.220)
H (-5.005, -3.784, -3.488)
H (-3.659, -3.774, -2.493)
H (-4.434, -1.992, -1.230)
H (-5.566, -1.200, -3.737)
H (-4.005, -1.765, -3.809)
H (-4.960, 0.264, -1.663)
H (-4.195, 0.805, -3.146)
H (-2.365, 1.755, -2.031)
H (-1.799, 0.995, -0.564)
H (-3.506, 1.493, -0.646)
C (3.837, -7.947, -4.308)
O (2.849, -8.344, -3.337)
C (1.878, -7.349, -3.033)
C (2.312, -6.458, -1.891)
N (1.403, -5.326, -1.743)
C (1.603, -4.375, -0.660)
C (0.791, -3.087, -0.875)
O (0.600, -2.393, 0.062)
C (-0.337, -1.323, -0.219)
H (3.424, -7.674, -5.304)
H (4.545, -8.723, -4.523)
H (4.437, -7.101, -3.992)
H (0.988, -7.873, -2.691)
H (1.467, -6.888, -3.974)
H (3.318, -6.111, -2.056)
H (2.425, -6.998, -0.916)
H (0.520, -5.789, -1.388)
H (2.720, -4.227, -0.724)
H (1.334, -4.827, 0.334)
H (-0.193, -3.495, -1.218)
H (1.223, -2.638, -1.740)
H (-1.352, -1.663, -0.505)
H (0.019, -0.633, -0.974)
H (-0.566, -0.773, 0.693)
O (4.847, -0.446, -1.475)
C (4.043, -1.435, -0.924)
C (3.892, -1.143, 0.479)
O (3.213, -2.171, 1.053)
H (4.458, 0.412, -1.284)
H (3.062, -1.507, -1.426)
H (4.530, -2.377, -1.042)
H (3.382, -0.215, 0.780)
H (4.863, -1.199, 0.870)
H (2.303, -2.080, 0.743)
O (0.157, 0.720, 3.203)
C (1.043, 1.139, 2.250)
C (1.373, 2.505, 2.500)
O (2.227, 2.920, 1.501)
H (-0.672, 1.165, 3.051)
H (1.995, 0.586, 2.315)
H (0.600, 1.028, 1.228)
H (1.750, 2.746, 3.455)
H (0.482, 3.233, 2.485)
H (2.543, 3.792, 1.787)
O (-1.934, 4.013, -0.756)
C (-0.721, 4.035, 0.018)
C (0.361, 4.759, -0.601)
O (-0.110, 6.047, -0.897)
H (-2.675, 3.717, -0.224)
H (-0.957, 4.393, 0.995)
H (-0.433, 2.935, 0.164)
H (0.766, 4.283, -1.454)
H (1.171, 4.905, 0.163)
H (-1.034, 5.907, -1.147)
C (-3.358, 0.617, 3.042)
C (-2.850, 1.924, 3.444)
O (-2.095, 2.400, 2.339)
H (-2.514, -0.062, 2.872)
H (-3.969, 0.785, 2.148)
H (-4.025, 0.259, 3.824)
H (-2.257, 1.677, 4.360)
H (-3.720, 2.532, 3.727)
H (-2.747, 2.803, 1.733)
C (3.549, 4.785, 3.953)
C (3.996, 5.664, 2.915)
O (3.656, 5.088, 1.694)
H (4.024, 5.179, 4.895)
H (3.802, 3.700, 3.779)
H (2.473, 4.787, 4.067)
H (5.075, 5.746, 2.965)
H (3.493, 6.585, 3.114)
H (4.091, 5.613, 0.982)
C (-0.418, 5.445, 4.093)
C (0.040, 6.110, 2.862)
O (0.416, 7.442, 3.195)
H (-0.900, 6.137, 4.806)
H (0.417, 4.957, 4.643)
H (-1.192, 4.673, 3.947)
H (-0.764, 6.117, 2.142)
H (0.833, 5.568, 2.411)
H (0.816, 7.795, 2.430)
C (1.818, 1.226, -1.576)
C (3.024, 1.949, -1.878)
O (3.724, 2.006, -0.656)
H (1.981, 0.221, -1.169)
H (1.330, 1.108, -2.539)
H (1.214, 1.807, -0.909)
H (2.731, 2.943, -2.245)
H (3.629, 1.470, -2.620)
H (3.110, 2.408, 0.005)

Output
largest force on an atom	15.41	eV/Å
E_HOMO	-0.3216	Ha
gap between HOMO and LUMO	8.510	eV
E	-2196.2862	a.u.
SMILES	COCCNCCOC.COCCNCCOC.OCCO.OCCO.OCCO.CCO.CCO.CCO.CCO
energy relative to the best compared isomer or geometry (same formula, charge and spin)	148.56	kJ/mol

A 8-piece molecular cluster, C26H72N4O9 overall, computed with ωB97M-V/def2-TZVPD.

Positions of all 111 atoms, in Å:
C (0.714, 0.774, -2.927)
C (1.058, -0.660, -3.396)
C (2.418, -1.149, -2.786)
O (3.498, -0.350, -3.169)
C (4.728, -0.856, -2.670)
N (-0.129, -1.391, -3.064)
H (1.511, 1.479, -3.164)
H (0.612, 0.816, -1.842)
H (-0.170, 1.117, -3.465)
H (1.170, -0.581, -4.477)
H (2.583, -2.200, -3.024)
H (2.379, -1.236, -1.701)
H (4.724, -0.977, -1.587)
H (5.437, -0.106, -3.021)
H (4.986, -1.825, -3.097)
H (0.116, -2.307, -3.409)
H (-0.799, -1.216, -3.799)
C (4.247, -2.670, 5.689)
C (3.449, -1.343, 5.458)
C (3.073, -1.033, 3.971)
O (4.174, -1.019, 3.074)
C (3.841, -0.634, 1.703)
N (2.260, -1.386, 6.320)
H (3.677, -3.569, 5.456)
H (4.551, -2.820, 6.725)
H (5.156, -2.615, 5.090)
H (4.117, -0.542, 5.775)
H (2.605, -0.051, 3.893)
H (2.339, -1.744, 3.592)
H (4.695, -0.500, 1.038)
H (3.215, 0.255, 1.631)
H (3.315, -1.433, 1.179)
H (1.564, -0.771, 5.923)
H (1.788, -2.278, 6.285)
C (-1.798, -4.614, 0.697)
C (-1.401, -5.296, -0.626)
C (-2.563, -5.439, -1.662)
O (-3.589, -6.228, -1.043)
C (-4.693, -6.443, -1.893)
N (-0.205, -4.627, -1.151)
H (-0.988, -4.610, 1.426)
H (-2.667, -5.159, 1.066)
H (-2.167, -3.597, 0.567)
H (-1.183, -6.348, -0.442)
H (-2.299, -5.817, -2.649)
H (-2.913, -4.420, -1.829)
H (-5.138, -5.471, -2.104)
H (-5.425, -6.964, -1.276)
H (-4.371, -6.988, -2.780)
H (0.501, -4.854, -0.464)
H (-0.386, -3.653, -0.957)
C (-1.273, 1.516, 5.247)
C (0.117, 2.221, 5.339)
O (0.901, 1.721, 4.320)
H (-1.721, 1.906, 4.333)
H (-1.966, 1.752, 6.054)
H (-1.277, 0.427, 5.197)
H (0.572, 1.926, 6.284)
H (0.049, 3.296, 5.176)
H (1.675, 2.288, 4.301)
C (-0.454, -0.668, 1.905)
C (-0.016, -0.563, 0.445)
O (0.088, -1.803, -0.296)
H (-0.728, 0.341, 2.213)
H (0.345, -1.146, 2.472)
H (-1.335, -1.306, 1.980)
H (1.015, -0.217, 0.509)
H (-0.561, 0.224, -0.076)
H (0.070, -1.556, -1.223)
C (-4.750, -2.268, -0.779)
C (-3.421, -1.572, -0.903)
O (-2.917, -1.752, -2.213)
H (-5.202, -2.063, 0.191)
H (-4.676, -3.336, -0.980)
H (-5.456, -1.890, -1.519)
H (-2.781, -1.857, -0.068)
H (-3.439, -0.494, -0.744)
H (-1.965, -1.634, -2.240)
C (1.632, 2.771, 1.245)
C (1.501, 4.150, 0.623)
O (1.024, 4.003, -0.652)
H (2.123, 2.084, 0.555)
H (0.680, 2.279, 1.446)
H (2.285, 2.856, 2.113)
H (2.512, 4.543, 0.521)
H (0.857, 4.838, 1.172)
H (0.229, 3.469, -0.579)
C (1.282, 6.855, -4.381)
O (0.607, 5.779, -3.733)
C (-0.359, 5.027, -4.577)
C (-0.950, 3.912, -3.770)
N (-1.681, 4.394, -2.603)
C (-2.774, 3.556, -2.082)
C (-2.222, 2.351, -1.291)
O (-1.262, 2.622, -0.271)
C (-1.769, 3.012, 0.976)
H (0.595, 7.562, -4.847)
H (2.032, 6.550, -5.110)
H (1.923, 7.378, -3.670)
H (0.249, 4.592, -5.370)
H (-1.118, 5.698, -4.978)
H (-0.051, 3.388, -3.447)
H (-1.510, 3.279, -4.458)
H (-1.020, 4.509, -1.848)
H (-3.519, 3.258, -2.820)
H (-3.373, 4.236, -1.477)
H (-1.704, 1.658, -1.954)
H (-2.977, 1.744, -0.791)
H (-1.053, 3.621, 1.528)
H (-2.085, 2.190, 1.618)
H (-2.620, 3.688, 0.901)

Output
largest force on an atom	3.90	eV/Å
E_HOMO (spin up / spin down)	-0.3959 / -0.3959	Ha
gap between HOMO and LUMO (spin up / spin down)	8.306 / 2.954	eV
E	-1929.4721	a.u.
2S+1	2
⟨S²⟩	0.754
net charge	+1

A 13-piece molecular cluster, C26H73ClFINO14S overall, computed with ωB97M-V/def2-TZVPD.

Positions of all 118 atoms, in Å:
C (2.249, 0.979, 0.658)
C (1.040, 0.462, 1.637)
Cl (-0.175, 1.853, 1.794)
C (0.392, -0.989, 1.239)
C (-0.896, -0.925, 0.227)
C (-2.323, -1.538, 0.852)
C (-3.076, -0.679, 2.039)
C (-3.284, -1.524, 3.434)
C (-1.928, -1.716, 4.334)
I (-1.036, 0.194, 5.023)
C (-3.121, -1.538, -0.617)
N (-2.218, -1.620, -1.683)
C (-0.749, -1.735, -1.226)
C (0.311, -0.814, -2.085)
C (1.828, -1.453, -2.195)
C (2.962, -0.295, -2.595)
F (2.338, 0.977, -3.076)
S (-0.492, -3.596, -1.193)
C (-0.530, -4.208, -3.002)
O (0.850, -4.058, -0.567)
O (-1.618, -4.393, -0.468)
H (1.905, 1.364, -0.394)
H (2.738, 1.920, 1.204)
H (3.082, 0.155, 0.632)
H (1.525, 0.322, 2.719)
H (1.257, -1.644, 0.765)
H (0.067, -1.516, 2.256)
H (-1.277, 0.125, -0.170)
H (-2.287, -2.616, 1.325)
H (-4.149, -0.380, 1.627)
H (-2.542, 0.325, 2.315)
H (-3.722, -2.602, 3.242)
H (-4.071, -0.929, 4.083)
H (-1.121, -2.419, 3.846)
H (-2.269, -2.270, 5.335)
H (-4.288, -1.482, -0.735)
H (-2.461, -1.600, -2.717)
H (0.431, 0.226, -1.530)
H (-0.125, -0.549, -3.162)
H (2.217, -1.918, -1.175)
H (1.820, -2.215, -3.086)
H (3.686, -0.645, -3.455)
H (3.659, -0.074, -1.658)
H (-0.378, -3.339, -3.772)
H (0.204, -5.126, -3.169)
H (-1.622, -4.646, -3.205)
C (-1.551, 2.014, -5.144)
O (-1.754, 0.624, -4.970)
H (-2.160, 2.556, -4.418)
H (-0.496, 2.252, -4.982)
H (-1.849, 2.303, -6.155)
H (-1.201, 0.170, -5.628)
C (-5.046, 2.655, -5.773)
O (-3.886, 3.359, -6.177)
H (-4.747, 1.786, -5.183)
H (-5.676, 3.308, -5.163)
H (-5.597, 2.321, -6.656)
H (-4.183, 4.124, -6.699)
C (-2.359, -2.444, -6.667)
O (-2.403, -2.652, -5.267)
H (-2.261, -3.411, -7.167)
H (-3.282, -1.960, -6.994)
H (-1.498, -1.818, -6.917)
H (-2.490, -1.777, -4.851)
C (3.411, 2.554, 4.262)
O (3.383, 2.742, 2.860)
H (2.855, 1.646, 4.510)
H (4.446, 2.447, 4.596)
H (2.944, 3.410, 4.755)
H (3.884, 3.554, 2.670)
C (5.553, 2.902, -0.166)
O (4.252, 3.454, -0.090)
H (5.716, 2.257, 0.701)
H (5.647, 2.310, -1.080)
H (6.293, 3.706, -0.162)
H (4.137, 4.021, -0.872)
C (5.935, 3.133, -4.189)
O (7.194, 2.873, -3.596)
H (5.270, 2.288, -3.995)
H (5.506, 4.039, -3.754)
H (6.058, 3.256, -5.268)
H (7.762, 3.639, -3.785)
C (-6.476, -2.566, 5.174)
O (-5.877, -2.265, 3.927)
H (-5.836, -2.189, 5.975)
H (-7.454, -2.084, 5.235)
H (-6.584, -3.648, 5.276)
H (-6.467, -2.611, 3.236)
C (-2.023, 2.120, 8.748)
O (-0.859, 1.361, 8.475)
H (-2.083, 2.304, 9.823)
H (-1.968, 3.075, 8.220)
H (-2.906, 1.563, 8.426)
H (-0.833, 1.213, 7.515)
C (-2.233, -1.670, 9.786)
O (-2.260, -1.482, 8.383)
H (-2.789, -2.578, 10.033)
H (-1.198, -1.777, 10.120)
H (-2.699, -0.814, 10.278)
H (-1.760, -0.670, 8.193)
C (8.645, 0.218, -5.498)
O (8.601, 0.011, -4.098)
H (8.744, -0.748, -5.998)
H (7.722, 0.703, -5.825)
H (9.506, 0.844, -5.748)
H (8.514, 0.885, -3.683)
C (-0.563, -4.917, 2.844)
O (-0.176, -5.673, 1.712)
H (-0.088, -5.339, 3.733)
H (-0.239, -3.881, 2.719)
H (-1.649, -4.960, 2.959)
H (-0.613, -5.275, 0.940)
C (-1.145, 5.221, -2.483)
O (-0.547, 5.522, -3.730)
H (-0.505, 5.598, -1.681)
H (-2.124, 5.703, -2.421)
H (-1.253, 4.139, -2.381)
H (-1.137, 5.176, -4.421)

Output
largest force on an atom	7.20	eV/Å
E_HOMO	-0.4186	Ha
gap between HOMO and LUMO	6.732	eV
E	-3397.7229	a.u.
net charge	+1